The ion C6H15NO2PS with charge +1 at a distorted geometry, computed with wB97M-V/def2-TZVPD.

**Strongest force on any atom**: 4.91 eV Å⁻¹
**Kohn-Sham gap**: 9.2 eV
**HOMO level**: -13.3 eV
**E_tot**: -32166.09574 eV
**Charge**: +1
**Lowest unoccupied orbital energy**: -4.02 eV

Geometry (Å):
C: 3.0521 0.0002 1.0805
C: 2.7543 0.1983 -0.4979
O: 2.3130 -1.0269 -1.1470
C: 0.9791 -1.3720 -0.7342
O: 0.8457 -2.1160 0.2714
C: -0.2617 -0.8390 -1.6016
C: -1.6850 -1.2932 -1.0288
C: -2.0818 -0.6629 0.3943
P: -2.0054 1.2134 0.4939
N: -0.3888 1.8875 0.2388
S: -2.5749 1.8476 2.4781
H: 3.0063 -1.1214 1.3386
H: 4.0409 0.4877 1.3669
H: 2.1808 0.4840 1.6588
H: 1.9133 0.9782 -0.6523
H: 3.6873 0.6101 -1.0349
H: -0.1944 0.2893 -1.8283
H: -0.1526 -1.3469 -2.6348
H: -1.6721 -2.4402 -0.8945
H: -2.4641 -1.1025 -1.8554
H: -1.5189 -1.1439 1.2811
H: -3.1911 -0.9449 0.5696
H: -2.9799 1.8146 -0.3969
H: -0.3799 2.7854 0.7729
H: -0.4057 2.1951 -0.7577
H: -2.8166 0.6185 3.1194

Cartesian forces, eV/Å:
C -1.002 -0.098 -0.418
C 0.175 1.345 0.725
O -2.366 0.169 0.425
C 0.702 -1.609 2.776
O -0.106 2.870 -3.981
C 0.422 -0.682 -0.652
C 0.628 -0.438 -0.267
C -0.846 -0.833 -0.222
P 0.634 -0.545 1.424
N -2.755 0.509 -0.382
S 0.062 -1.095 -0.615
H 0.408 1.811 -0.470
H -1.396 -0.787 -0.315
H 1.479 -0.627 -0.698
H 1.406 -1.030 0.335
H -1.542 -1.095 0.636
H 0.076 -1.777 0.490
H -0.049 0.817 1.581
H 0.050 1.876 -0.039
H 1.032 0.019 1.505
H -0.449 1.062 -1.544
H 1.571 0.779 -0.185
H 0.775 -0.494 0.499
H 0.240 -0.830 -0.239
H 0.453 -0.294 0.687
H 0.397 0.978 -1.055

Atom charges from the Löwdin analysis, given in e for atoms 1 to 6: -0.07, -0.22, -0.08, -0.35, 0.08, -0.10


A structure of composition C6H15NO2Rb at a distorted geometry, computed with wB97M-V/def2-TZVPD.

**Strongest force on any atom**: 1.28 eV Å⁻¹
**Kohn-Sham gap**: 8.8 eV
**HOMO level**: -12.2 eV
**Energy above the lowest of the compared OMol25 structures with the same formula, charge and spin**: 25.78 kJ/mol
**E_tot**: -12699.73518 eV
**Charge**: +1
**Lowest unoccupied orbital energy**: -3.45 eV

Geometry (Å):
Rb: 0.3254 1.6603 3.1314
C: 0.1607 4.1377 0.5752
O: 0.6122 2.8005 0.5610
C: 0.3113 2.0244 -0.5863
C: 0.9389 0.6982 -0.3968
N: 0.2608 -0.0579 0.6687
C: 0.6029 -1.4825 0.7172
C: 0.2303 -2.2912 -0.5160
O: -1.1793 -2.2936 -0.6504
C: -1.7588 -3.5842 -0.7009
H: 0.6270 4.7264 -0.2156
H: 0.4074 4.5470 1.5551
H: -0.9313 4.1992 0.4756
H: 0.6982 2.4983 -1.4923
H: -0.7736 1.8811 -0.6693
H: 1.9959 0.7970 -0.1365
H: 0.9398 0.1702 -1.3588
H: -0.7459 0.0064 0.5367
H: 0.0695 -1.9244 1.5634
H: 1.6714 -1.5862 0.9315
H: 0.6369 -3.3002 -0.3824
H: 0.6695 -1.8848 -1.4296
H: -1.2943 -4.1936 -1.4832
H: -2.8063 -3.4528 -0.9593
H: -1.6688 -4.0952 0.2615

Cartesian forces, eV/Å:
Rb 0.092 -0.069 -0.053
C -0.480 0.017 -0.129
O 0.132 -0.044 0.579
C -0.198 0.554 0.012
C 0.394 -1.213 -0.060
N -0.066 0.152 0.144
C 0.152 -0.051 0.063
C 0.007 -0.101 0.208
O 0.111 0.158 0.006
C 0.017 -0.030 -0.228
H 0.041 0.076 0.047
H 0.206 0.131 -0.111
H 0.077 -0.054 -0.164
H -0.098 0.119 0.020
H -0.058 0.269 -0.193
H -0.010 0.139 0.101
H -0.214 0.039 0.044
H 0.019 -0.092 -0.278
H 0.020 0.020 0.000
H 0.000 0.055 -0.120
H -0.148 -0.008 -0.066
H 0.063 -0.003 -0.010
H 0.012 0.001 0.073
H -0.040 -0.014 0.116
H -0.030 -0.051 -0.002

Atom charges from the Löwdin analysis, given in e for atoms 1 to 6: 1.00, -0.10, -0.33, -0.22, -0.21, -0.13


A cluster of 2 separate species, C6H15O2 in total at a distorted geometry, computed with wB97M-V/def2-TZVPD.

**Strongest force on any atom**: 7.43 eV Å⁻¹
**Kohn-Sham gap**: 6.0 eV
**HOMO level**: -2.5 eV
**Energy above the lowest of the compared OMol25 structures with the same formula, charge and spin**: 348.46 kJ/mol
**E_tot**: -10557.03418 eV
**Charge**: -1
**Lowest unoccupied orbital energy**: 3.52 eV

Geometry (Å):
C: 0.5549 -2.4077 -0.1231
O: 1.6506 -3.0947 0.0782
C: 0.8457 -0.5685 0.0621
C: -0.1907 0.1787 0.9324
C: -1.4737 0.1540 0.1859
C: -1.4010 0.8902 -1.1949
C: -1.5041 2.4995 -1.0216
H: -0.2431 -2.7493 0.4990
H: 0.0829 -2.3732 -1.1262
H: 1.3259 -0.4981 -0.9193
H: 1.6379 -0.7642 0.6173
H: -0.0597 -0.0085 1.9020
H: -0.1114 1.3348 0.9052
H: -2.0358 -0.7998 -0.0740
H: -2.2254 0.4834 0.8780
H: -2.1871 0.4972 -1.7819
H: -0.3778 0.6367 -1.5704
H: -1.9378 2.6184 -0.0320
H: -0.5260 3.0671 -0.9417
H: -1.9529 2.9358 -1.8822
H: 3.3759 0.0223 1.1403
H: 3.0971 -1.4380 1.7148
O: 3.6558 -0.6161 1.7522

Cartesian forces, eV/Å:
C 0.613 1.551 -0.322
O 0.478 0.408 -0.295
C -2.137 -2.767 -0.451
C 1.115 2.919 -6.745
C -2.867 -1.620 -0.760
C 2.035 1.803 2.264
C 2.058 -1.631 0.575
H -1.327 0.326 1.306
H 0.277 -0.223 -0.610
H -1.043 1.378 -0.235
H 3.466 -0.628 2.695
H -0.205 -1.619 3.794
H 0.858 -1.086 0.224
H 1.692 0.052 0.378
H -0.874 1.402 0.122
H -0.667 -0.099 -0.997
H -1.176 0.059 -0.220
H -0.789 0.623 -0.330
H -0.637 -1.132 -0.125
H -1.086 0.472 -0.285
H -1.054 0.737 -1.407
H 0.516 1.281 -0.672
O 0.753 -2.207 2.097

Atom charges from the Löwdin analysis, given in e for atoms 1 to 6: -0.47, -0.32, -0.14, -0.21, -0.29, -0.20


A cluster of 2 separate species, C6H15O5P in total at a distorted geometry, computed with wB97M-V/def2-TZVPD.

**Strongest force on any atom**: 1.00 eV Å⁻¹
**Kohn-Sham gap**: 10.2 eV
**SMILES**: COP(=O)(OC)OC.CC(C)=O
**HOMO level**: -9.4 eV
**Energy above the lowest of the compared OMol25 structures with the same formula, charge and spin**: 0.00 kJ/mol
**E_tot**: -25994.11414 eV
**Charge**: 0
**Lowest unoccupied orbital energy**: 0.87 eV

Geometry (Å):
C: -0.2255 -0.2826 2.7580
O: -0.4360 0.2212 1.4349
P: -0.7269 -0.7742 0.2380
O: -0.9526 -0.0913 -1.0404
O: 0.4748 -1.8325 0.2303
C: 1.6532 -1.4890 -0.5114
O: -1.9031 -1.6637 0.8276
C: -2.4993 -2.6408 -0.0346
H: 0.1118 0.5594 3.3856
H: -1.1565 -0.6900 3.1867
H: 0.5465 -1.0701 2.7812
H: 1.4116 -1.2087 -1.5505
H: 2.3079 -2.3765 -0.5296
H: 2.2026 -0.6562 -0.0411
H: -3.3720 -3.0649 0.4899
H: -2.8419 -2.1926 -0.9824
H: -1.7964 -3.4587 -0.2661
C: 1.2092 1.8076 -2.1409
C: 1.1747 2.0458 -0.6488
C: 0.0037 2.8474 -0.1289
O: 2.0423 1.6156 0.0934
H: 2.1018 1.2212 -2.4165
H: 1.2389 2.7687 -2.6814
H: 0.3112 1.2522 -2.4598
H: -0.0039 3.8518 -0.5847
H: -0.9455 2.3423 -0.3750
H: 0.0694 2.9586 0.9665

Cartesian forces, eV/Å:
C 0.157 -0.088 0.784
O -0.210 -0.303 -0.156
P 0.334 -0.293 0.380
O -0.080 -0.202 0.350
O -0.379 0.343 -0.143
C 0.935 -0.002 -0.360
O 0.050 0.072 -0.327
C -0.467 -0.561 -0.350
H -0.148 -0.323 -0.440
H 0.293 0.188 -0.320
H -0.270 0.324 -0.177
H -0.073 -0.120 0.450
H -0.437 0.307 0.079
H -0.356 -0.339 -0.137
H 0.463 0.292 -0.140
H 0.192 -0.021 0.423
H -0.141 0.378 0.188
C 0.257 -0.189 -0.439
C 0.196 -0.130 0.232
C -0.198 0.268 0.447
O -0.480 0.321 -0.440
H -0.326 0.287 0.189
H -0.072 -0.286 0.208
H 0.289 0.334 0.218
H -0.008 -0.359 0.036
H 0.430 0.197 -0.044
H 0.047 -0.098 -0.511

Atom charges from the Löwdin analysis, given in e for atoms 1 to 6: -0.08, -0.22, 0.37, -0.22, -0.22, -0.09


A cluster of 2 separate species, C6H16 in total at a distorted geometry, computed with wB97M-V/def2-TZVPD.

**Strongest force on any atom**: 3.01 eV Å⁻¹
**Kohn-Sham gap**: 11.9 eV
**SMILES**: CC(C)C.CC
**HOMO level**: -10.8 eV
**Energy above the lowest of the compared OMol25 structures with the same formula, charge and spin**: 122.92 kJ/mol
**E_tot**: -6480.38381 eV
**Charge**: 0
**Lowest unoccupied orbital energy**: 1.07 eV

Geometry (Å):
C: -0.0155 -0.6968 1.0295
C: -1.4083 -0.2788 0.4340
C: -1.6995 -1.1565 -0.7694
C: -2.6050 -0.3710 1.3980
H: 0.1567 -1.7650 1.3406
H: 0.0863 -0.1674 1.9684
H: 0.7266 -0.3751 0.2672
H: -1.3820 0.8711 0.2520
H: -1.6439 -2.2127 -0.5468
H: -2.7059 -0.9975 -1.1589
H: -0.9987 -0.8828 -1.5825
H: -2.8551 -1.2127 2.0931
H: -2.4257 0.5791 2.0903
H: -3.4948 -0.3207 0.7952
C: 2.3144 1.6600 -1.4043
C: 2.7585 0.4839 -0.5321
H: 2.8472 2.5639 -1.0810
H: 2.3024 1.4653 -2.4737
H: 1.2721 1.9441 -1.2417
H: 3.8191 0.7473 -0.3356
H: 2.3260 0.5946 0.4553
H: 2.6252 -0.4724 -0.9977

Cartesian forces, eV/Å:
C -0.647 0.246 -0.359
C 0.141 -0.600 1.030
C 0.248 1.206 -1.201
C 0.623 1.813 2.327
H -0.628 0.752 -0.858
H 0.514 0.516 0.125
H -0.409 -0.493 0.985
H 0.254 -2.074 -0.435
H 0.336 -0.254 0.232
H -0.051 0.183 -0.050
H -0.248 -0.518 0.219
H 1.159 0.180 -0.685
H -1.161 -1.907 -1.153
H -0.557 0.769 -0.083
C -1.261 0.422 0.380
C 1.455 2.120 0.195
H 0.166 -0.219 -0.685
H 0.803 0.137 -0.089
H -0.258 -0.252 0.274
H -0.213 -1.074 -0.272
H -0.251 -0.442 -0.006
H -0.015 -0.512 0.109

Atom charges from the Löwdin analysis, given in e for atoms 1 to 6: -0.09, -0.49, -0.11, -0.12, 0.10, 0.06


A cluster of 2 separate species, C6H16 in total at a distorted geometry, computed with wB97M-V/def2-TZVPD.

**Strongest force on any atom**: 1.84 eV Å⁻¹
**Kohn-Sham gap**: 11.9 eV
**SMILES**: CCC.CCC
**HOMO level**: -10.7 eV
**Energy above the lowest of the compared OMol25 structures with the same formula, charge and spin**: 88.02 kJ/mol
**E_tot**: -6480.74551 eV
**Charge**: 0
**Lowest unoccupied orbital energy**: 1.17 eV

Geometry (Å):
C: 1.1364 -1.5848 0.8009
C: -0.3406 -1.7913 1.0533
C: -1.1056 -2.5488 -0.0526
H: 1.2504 -0.8276 0.0071
H: 1.6186 -2.5192 0.4676
H: 1.6536 -1.2257 1.7066
H: -0.4316 -2.4171 1.9620
H: -0.8537 -0.8310 1.2533
H: -1.0697 -2.1204 -1.0683
H: -2.1514 -2.5366 0.2977
H: -0.7628 -3.5961 -0.1002
C: 0.2838 0.7481 -0.7717
C: 0.6963 2.2106 -0.5086
C: -0.5545 3.0901 -0.3989
H: 1.1824 0.1783 -1.0623
H: -0.4595 0.6707 -1.5829
H: -0.1413 0.2941 0.1393
H: 1.3267 2.3162 0.3952
H: 1.3016 2.5263 -1.3800
H: -1.2393 2.7759 0.4066
H: -1.1004 3.0588 -1.3569
H: -0.2393 4.1296 -0.2073

Cartesian forces, eV/Å:
C 0.582 0.061 -0.328
C -0.271 -0.690 0.311
C -0.278 0.057 0.530
H 0.510 -1.381 1.102
H -0.152 0.244 0.214
H -0.136 -0.135 -0.308
H -0.194 0.403 -0.229
H 0.231 -0.556 0.135
H 0.157 0.040 0.481
H 0.191 -0.289 -0.513
H -0.135 0.384 -0.068
C 0.284 0.666 0.006
C -0.422 -0.315 -0.455
C 0.359 0.455 -0.111
H -0.659 0.537 -0.331
H 0.267 0.156 0.234
H 0.110 0.598 -0.811
H -0.270 -0.222 -0.413
H -0.209 0.140 0.484
H 0.323 0.029 -0.272
H 0.084 0.083 0.400
H -0.371 -0.266 -0.057

Atom charges from the Löwdin analysis, given in e for atoms 1 to 6: -0.14, -0.34, -0.12, 0.01, 0.08, 0.08